DFT (wB97M-V/def2-TZVPD) results for 2 unconnected molecules or ions with the total composition C15H18.

Computed properties:
Highest occupied orbital energy, eV: -8.792
SMILES string: CCc1ccccc1.Cc1ccccc1
Kohn-Sham gap, eV: 9.6
Max |F|, eV Å⁻¹: 5.182
E_LUMO, eV: 0.9

Structure (XYZ):
```
33
Properties=species:S:1:pos:R:3:forces:R:3
C 0.439 -3.728 -2.104 -1.72 2.94 -1.18
C -0.577 -1.267 -3.034 -1.26 1.31 0.11
C -0.153 -2.784 -1.206 0.58 -0.06 -4.31
C 0.304 3.223 0.410 -0.89 -0.69 -0.19
C 1.144 1.916 2.686 1.44 0.77 0.28
C 0.216 2.939 2.776 -1.58 0.75 -0.08
C 1.816 1.663 1.505 -1.00 -0.62 -1.07
C -1.201 -0.617 -0.623 -1.25 0.94 -1.28
C -0.699 -1.576 -1.662 2.19 -0.16 -0.89
C -2.503 -1.207 -0.064 -1.62 0.92 -3.18
C 1.242 2.192 0.356 1.00 -0.08 -0.98
C 1.723 1.356 3.902 1.33 -1.08 1.05
C -0.054 -2.109 -4.010 -0.14 -0.85 4.10
C -0.270 3.578 1.636 4.07 -3.16 -0.55
C 0.438 -3.322 -3.491 -0.17 -0.42 0.35
H -3.075 -1.747 -0.924 1.22 0.31 1.72
H -0.124 3.622 -0.507 0.14 -0.08 0.05
H 2.474 2.086 4.212 0.10 -0.17 0.47
H 2.258 0.373 3.789 -0.61 0.91 -0.17
H 0.998 1.243 4.682 -0.36 -0.02 0.58
H 1.574 1.691 -0.578 -0.24 1.08 0.30
H 0.733 -3.962 -4.284 0.68 -1.13 -0.15
H -1.103 4.115 1.691 -3.02 2.80 0.18
H -0.204 -2.901 -0.208 0.01 -1.01 3.33
H 0.716 -4.700 -1.739 0.41 -0.18 -0.25
H -3.235 -0.461 0.181 -0.15 0.77 0.46
H -1.018 -0.320 -3.394 0.29 -0.34 0.41
H -2.345 -1.762 0.800 0.21 -1.51 1.23
H -0.247 3.308 3.714 0.54 -0.90 -0.32
H -0.523 -0.403 0.166 0.95 -0.40 0.77
H -1.296 0.416 -1.057 -0.49 -0.97 0.04
H -0.121 -1.811 -5.013 0.29 -0.10 -1.24
H 2.672 0.958 1.394 -0.95 0.43 0.43
```
Positions in Å, forces in eV/Å.